59
Properties=species:S:1:pos:R:3:forces:R:3 method="wB97M-V/def2-TZVPD" e_homo_ev="0.2 / 0.2" total_energy_ev=-51390.4826 spin_multiplicity=2 total_charge=-2 lumo_energy_ev="4.2 / 4.2"
Li 0.178560 1.305499 0.036311 0.19 0.17 -1.16
Li 1.166960 -0.818811 -1.740699 -0.01 1.20 0.44
Cl -0.151590 1.614169 2.229981 0.07 0.23 0.40
C -0.102800 -1.915261 0.152141 2.86 2.85 1.44
O 0.751590 -2.424711 -0.556009 1.66 -2.99 -3.12
O -0.395340 -0.732481 -0.138049 -2.48 1.61 -0.56
O -0.226700 -2.250541 1.338851 -1.82 -1.29 1.66
C 1.070040 1.772309 -2.284899 -5.32 -0.96 -1.04
O 1.173960 1.516659 -3.473299 3.30 -0.81 -4.76
O 1.621380 1.179989 -1.355209 5.58 -3.87 4.42
O -0.028110 2.238809 -1.934059 -3.56 3.76 2.05
C -6.204150 2.205029 -2.092319 0.31 -0.54 1.66
O -5.303050 2.060629 -0.973509 -0.82 0.52 -0.91
C -4.176000 2.975079 -1.007489 -0.98 -0.81 0.68
C -3.411910 2.733889 0.299361 3.04 0.80 -1.25
N -1.993530 3.350709 0.158191 -2.03 -0.41 0.18
C -1.793210 4.673599 0.705371 -0.56 0.71 0.47
C -0.548610 5.316269 0.114531 -0.47 -0.33 0.50
O -0.975180 5.651469 -1.209839 1.32 -1.02 -1.26
C -0.907320 7.002949 -1.514069 0.26 0.58 1.52
H -5.795290 1.814419 -3.024169 0.21 0.19 -0.11
H -6.594150 3.217779 -2.194099 0.35 0.36 -0.18
H -7.070430 1.607559 -1.808279 -0.04 -0.23 -0.18
H -4.575140 3.987869 -1.062539 0.09 0.32 -0.11
H -3.622860 2.730389 -1.914279 0.64 0.25 0.32
H -3.182890 1.669729 0.356041 -0.29 -0.06 0.12
H -3.877200 3.054619 1.231421 -0.55 0.14 -0.15
H -1.436360 2.802319 0.797681 0.31 -0.62 -0.15
H -1.801590 4.606879 1.793301 0.38 0.32 0.49
H -2.561010 5.400789 0.441201 -0.64 -0.26 -0.10
H 0.286970 4.640019 0.295061 0.14 -0.60 -1.46
H -0.146200 6.176349 0.649711 -0.75 0.72 0.18
H -1.020670 7.378199 -2.531139 -0.39 -1.14 -0.41
H 0.062350 7.404439 -1.219689 0.21 0.31 0.29
H -1.694050 7.433909 -0.894849 -0.09 1.03 0.02
C -0.139510 -6.521741 -0.719229 1.61 0.05 0.19
O 0.845100 -5.551571 -0.220009 -1.51 -1.25 0.20
C 2.168610 -6.097771 -0.140209 -0.67 1.26 -1.46
C 3.129810 -5.018481 0.374041 -1.45 -0.90 1.30
N 2.727120 -4.740771 1.803991 2.64 0.96 -0.21
C 3.914630 -4.099531 2.541951 -0.92 -1.07 -1.82
C 4.282580 -2.785031 1.915561 -1.52 0.90 1.02
O 3.053330 -2.087651 2.023511 0.76 0.62 -0.78
C 2.981660 -0.728351 1.626141 -0.41 0.94 0.97
H 0.037150 -7.475701 -0.222389 0.00 -0.25 0.11
H -0.022480 -6.691361 -1.789569 0.39 0.05 -0.27
H -1.204400 -6.314811 -0.612999 0.33 1.00 0.64
H 2.408190 -6.328391 -1.178249 0.58 -0.31 -0.25
H 2.246370 -7.031721 0.416391 -0.25 -0.10 0.47
H 3.103370 -4.141371 -0.272549 -0.50 0.19 0.40
H 4.138990 -5.418081 0.274111 0.43 -0.25 0.21
H 2.633520 -5.616801 2.297861 -0.31 -0.46 -0.29
H 4.806660 -4.715501 2.428071 0.26 -0.58 0.30
H 3.645800 -3.986921 3.592261 0.03 0.16 -0.12
H 4.682820 -2.795681 0.901751 -0.20 -0.36 -0.31
H 5.079660 -2.378231 2.537871 0.21 0.56 0.24
H 1.935180 -0.426261 1.667451 -0.14 -0.35 -0.40
H 3.428960 -0.364391 0.701181 0.03 -0.87 -0.53
H 3.400390 -0.064381 2.382391 0.50 -0.07 0.46

=====

59
Properties=species:S:1:pos:R:3:forces:R:3 method="wB97M-V/def2-TZVPD" e_above_lowest_kj_mol=85.3 e_homo_ev=-7.1 total_energy_ev=-50174.0814 spin_multiplicity=1 total_charge=0 lumo_energy_ev=0.2
Sr 0.089167 0.295836 0.442212 -0.71 -0.10 1.39
C 2.755181 2.718125 0.926198 -0.34 -0.12 -0.12
O 2.860089 1.847608 2.016332 0.96 0.28 0.68
C 1.858866 0.915068 2.206494 0.10 -0.01 -0.12
O 2.074151 0.173211 3.154311 -0.17 0.01 0.03
H 3.501576 3.501319 1.061249 -0.10 -0.02 -0.07
H 1.754957 3.171550 0.876084 0.11 0.04 -0.09
H 2.973004 2.186787 -0.012524 -0.02 0.13 -0.07
C -1.424755 0.374630 -2.391606 -0.74 -0.11 -0.20
N -1.614281 0.567340 -3.821592 -0.24 -0.15 0.00
C -1.469752 1.988429 -4.116213 -0.18 0.22 -0.08
N -0.160385 2.491084 -3.715411 0.07 0.18 0.04
C -0.004167 2.262710 -2.286655 0.03 0.84 -0.06
N -0.117547 0.845371 -1.940957 0.06 0.23 -0.50
C 0.898029 0.109104 -2.686190 0.58 -0.37 -0.47
N 0.766287 0.296482 -4.124366 0.20 -0.13 -0.05
C -0.561571 -0.153800 -4.526555 -0.04 -0.24 -0.17
C 0.863262 1.723287 -4.414182 0.20 0.15 -0.17
H -1.520621 -0.692277 -2.170372 0.00 -0.02 0.06
H -2.207965 0.920538 -1.858267 0.06 -0.03 0.07
H -2.242794 2.546018 -3.580975 0.02 -0.02 -0.05
H -1.599958 2.145983 -5.189930 -0.01 -0.01 0.06
H -0.771448 2.829421 -1.751895 0.07 -0.09 0.08
H 0.980610 2.633950 -1.980476 -0.08 -0.07 0.04
H 0.811581 -0.955720 -2.459047 0.02 0.01 0.06
H 1.893081 0.446086 -2.379241 -0.05 -0.01 0.05
H -0.656582 -1.222381 -4.315855 0.00 0.03 -0.03
H -0.679942 0.005877 -5.601521 0.00 -0.04 0.06
H 0.750244 1.875371 -5.490616 0.03 0.00 0.05
H 1.849044 2.085153 -4.108556 -0.04 -0.02 -0.04
C -0.588622 -0.856789 4.855351 0.42 0.00 0.15
N -1.852604 -0.490739 4.265887 -0.23 0.35 -0.27
C -2.373779 -1.104323 3.190818 -0.57 0.05 0.53
S -1.655687 -2.444484 2.496563 0.47 -0.34 -0.67
N -3.586042 -0.668959 2.780360 0.18 0.43 0.16
C -4.241839 -1.170147 1.600207 0.01 -0.19 -0.20
H -0.646573 -0.705205 5.933425 0.02 0.03 -0.02
H 0.243574 -0.275009 4.442283 -0.08 -0.12 0.06
H -0.417867 -1.913383 4.655511 0.03 0.09 0.13
H -2.183948 0.441769 4.473967 -0.07 -0.11 -0.08
H -3.836156 0.273209 3.049654 0.07 -0.09 0.04
H -4.183966 -2.257963 1.591240 -0.06 0.11 -0.03
H -3.776718 -0.794504 0.681874 -0.04 -0.01 0.01
H -5.284758 -0.864528 1.634621 -0.03 0.04 -0.05
F -1.505796 2.990719 0.722562 0.36 0.37 -0.31
C -2.010722 1.724152 1.114626 -0.88 -0.42 -0.30
F -2.222949 1.901555 2.504255 -0.07 0.07 0.49
H -3.049714 1.754051 0.718309 0.13 0.06 0.08
C 3.925057 -3.925158 1.200627 -0.02 0.00 0.22
N 3.189206 -2.965250 0.413235 0.09 0.02 -0.23
C 2.086911 -2.303360 0.842553 0.72 -0.86 0.39
N 1.709371 -2.518004 2.111075 0.02 -0.12 -0.18
O 1.454825 -1.582638 0.061738 -0.27 0.06 -0.67
H 4.676353 -4.399709 0.575156 -0.01 0.02 0.01
H 3.260050 -4.700136 1.591114 0.06 -0.01 -0.02
H 4.434763 -3.443066 2.040346 0.04 -0.05 -0.03
H 3.444636 -2.830200 -0.551208 -0.16 0.09 0.14
H 2.380620 -2.867569 2.770959 -0.06 0.09 0.11
H 0.965012 -1.936493 2.473013 0.11 -0.12 0.15

=====

51
Properties=species:S:1:pos:R:3:forces:R:3 method="wB97M-V/def2-TZVPD" e_above_lowest_kj_mol=208.1 e_homo_ev="-10.8 / -11.9" total_energy_ev=-66895.7222 spin_multiplicity=4 total_charge=+1 lumo_energy_ev="-3.7 / -5.6"
V -0.016370 0.156074 -0.073599 0.05 2.41 0.85
P -2.363092 0.400644 -0.575063 -0.05 -0.75 1.72
C -2.185378 0.778473 -2.287788 -0.10 0.84 -0.67
C -0.901506 1.191526 -2.748363 0.54 0.36 -0.13
N 0.216683 0.903270 -1.982492 0.04 0.06 -0.15
C 1.439268 1.323580 -2.354575 -0.29 0.27 0.53
C 1.616440 2.112397 -3.475989 -0.17 0.08 -0.58
C 0.525128 2.424683 -4.273039 -0.28 -0.01 0.16
C -0.736267 1.965449 -3.918641 -0.18 -0.38 0.31
C 2.622813 1.017881 -1.477240 0.30 -0.12 0.12
P 2.276848 -0.422784 -0.390983 1.83 0.59 -0.30
H -1.637281 2.216980 -4.467232 0.25 0.02 -0.17
H 2.611204 2.471159 -3.688572 0.02 0.06 -0.19
H 0.637967 3.048185 -5.146656 0.06 0.04 -0.07
H 3.522464 0.835182 -2.076285 -0.20 0.07 -0.08
H 2.883863 1.846610 -0.806786 -0.37 0.13 -0.19
H -2.108952 -1.246337 -3.765395 0.37 -0.72 0.36
H -3.041553 0.936218 -2.943057 0.17 -0.05 -0.04
H -0.781567 -3.187210 -2.714778 -0.11 -0.44 0.82
O -1.925393 -2.209534 -3.789369 -0.79 1.21 -1.03
H -2.368889 -2.433087 -4.628403 0.33 -0.40 0.42
H 0.024353 -1.399548 -0.269071 -0.43 -1.32 0.34
O -0.584251 -3.604853 -1.844193 0.68 0.62 -0.72
H 0.326813 -3.307370 -1.670114 -0.57 -0.31 0.11
C 2.835659 -1.772430 -1.471542 -0.43 -0.42 0.10
H 3.881982 -1.715619 -1.817716 -0.44 0.26 0.32
H 2.715051 -2.675885 -0.856841 -0.01 -0.07 -0.51
H 2.167887 -1.790663 -2.344943 0.17 -0.31 0.21
C 3.619271 -0.346671 0.833254 0.05 0.01 0.39
H 3.520274 -1.294054 1.383398 0.16 0.39 0.20
H 4.664771 -0.268612 0.479643 -0.66 -0.05 -0.23
H 3.408783 0.509645 1.489327 0.10 -0.38 0.07
C -3.115271 1.774341 0.351902 -0.43 0.70 -0.57
H -4.115879 2.019657 -0.031585 0.24 -0.02 0.04
H -3.217549 1.537082 1.421105 0.32 -0.16 -0.43
H -2.452926 2.639903 0.232869 -0.20 -0.11 0.23
C -3.505620 -0.980199 -0.367612 -0.33 -0.21 -0.41
H -3.682579 -1.121118 0.710213 0.19 -0.04 -0.38
H -4.479406 -0.811214 -0.855690 0.34 -0.05 0.14
H -3.008422 -1.857770 -0.803243 -0.29 0.04 0.25
C 1.234428 2.474917 3.056587 -0.06 -0.20 0.36
C 0.395137 1.307591 2.526404 0.05 0.80 -0.15
C -0.880194 1.064558 3.338957 0.28 0.03 0.29
O 0.071439 1.676754 1.206562 -0.23 -2.36 -1.46
H 0.605942 3.379422 3.054225 0.24 -0.28 0.04
H 2.096566 2.656866 2.399365 -0.25 -0.10 0.15
H 1.599983 2.286886 4.070339 -0.03 0.11 -0.04
H 0.998422 0.368452 2.536250 -0.09 0.21 0.06
H -1.521043 1.962071 3.350871 0.31 -0.27 -0.01
H -1.467504 0.219243 2.948292 0.20 0.18 0.01
H -0.581348 0.818461 4.365695 -0.29 0.05 -0.08

=====

55
Properties=species:S:1:pos:R:3:forces:R:3 method="wB97M-V/def2-TZVPD" e_homo_ev=-8.1 total_energy_ev=-66754.3646 spin_multiplicity=1 total_charge=0 lumo_energy_ev=0.3
C 1.214717 1.436379 -3.084021 -1.47 0.31 -0.11
C 0.212331 1.756154 -4.384339 -1.16 0.07 -1.17
C 0.794026 2.619095 -5.665945 -5.15 -1.56 -0.08
C -0.296586 2.924672 -6.883182 -0.59 -1.93 3.23
C -1.859741 2.363983 -6.822368 2.71 -0.65 3.40
C -2.364474 1.512433 -5.507981 3.06 0.53 0.22
C -3.911007 0.938345 -5.302092 1.94 0.31 -0.67
Si -4.680777 2.001686 -3.875417 -1.23 0.86 -1.94
O -5.296550 3.512226 -4.564251 3.05 -0.58 1.78
Si -4.130839 4.818403 -4.342324 -1.86 -0.90 -0.72
C -1.320903 1.169088 -4.251856 1.52 2.94 -4.30
H 0.820810 2.103301 -2.179019 0.97 -1.37 -1.97
H 2.332596 1.707432 -3.301555 -2.24 -0.68 0.34
H 1.060215 0.312026 -2.723833 0.59 2.53 -1.00
H 1.912981 2.999950 -5.724406 -2.72 -0.94 0.22
H 0.102679 3.568339 -7.787263 -1.14 -1.53 1.94
H -2.611733 2.592595 -7.691517 1.69 -0.49 1.92
H -3.826840 -0.160072 -4.905230 -0.18 1.93 -0.97
H -4.501785 1.001728 -6.319019 1.11 -0.22 2.16
H -3.753755 2.220994 -2.752445 0.16 0.12 -0.15
H -5.814051 1.242221 -3.320308 -0.21 0.06 -0.05
H -4.754413 5.866301 -3.513489 -0.07 -0.01 0.02
H -3.835661 5.345023 -5.677316 0.02 0.10 -0.15
H -2.881938 4.416674 -3.709358 0.22 -0.34 0.17
H -1.687765 0.550290 -3.312655 0.98 1.49 -2.18
O 1.438736 -0.156327 -0.313039 -0.88 -0.06 0.93
S 0.507824 -0.576892 0.714842 0.24 0.01 0.46
O -0.760487 0.085931 0.920249 1.07 -0.29 -0.44
O 1.295337 -0.657740 2.139386 -0.69 -0.80 -1.15
C 1.953442 0.509033 2.618821 0.46 1.17 0.49
C 0.963198 1.543517 3.121259 -0.35 0.15 -0.14
C 0.195764 -2.313814 0.519718 0.10 -0.05 0.15
H 2.605921 0.927848 1.844160 -0.16 -0.16 -0.05
H 2.597338 0.199418 3.449284 -0.23 -0.33 -0.25
H 0.341066 1.924920 2.306083 0.12 -0.03 0.11
H 1.482061 2.394698 3.569989 0.05 -0.16 0.00
H 0.289243 1.103814 3.863290 0.19 0.04 -0.04
H 1.144579 -2.838622 0.399578 -0.09 0.12 0.02
H -0.419490 -2.441449 -0.373713 0.09 0.17 0.11
H -0.345302 -2.676467 1.395689 0.03 0.13 -0.16
O 1.854638 -1.758674 5.461334 -0.30 -1.14 0.28
S 1.642234 -3.189894 5.380706 0.31 -0.18 -0.02
O 0.527315 -3.838896 6.033311 0.78 0.81 -0.34
O 3.017678 -3.952696 5.807704 -0.89 0.34 -1.01
C 3.575633 -3.681041 7.088021 0.28 0.18 1.15
C 2.766470 -4.324492 8.199061 -0.38 -0.01 0.11
C 1.631095 -3.665104 3.670032 0.18 -0.15 0.00
H 3.673394 -2.600476 7.243119 -0.11 -0.10 -0.15
H 4.587720 -4.100271 7.095707 -0.22 0.04 -0.39
H 1.765889 -3.886833 8.264784 0.17 -0.05 0.00
H 3.254347 -4.186122 9.167521 0.07 -0.02 -0.14
H 2.638843 -5.395534 8.012663 0.10 0.14 0.04
H 2.487168 -3.214539 3.165813 -0.11 -0.02 0.12
H 0.700877 -3.298328 3.230467 0.16 0.04 0.29
H 1.665930 -4.754231 3.605351 0.01 0.15 0.10